a | C3H7NO | ωB97M-V with the def2-TZVPD basis set

Summary:
LUMO: 0.453 eV
molecular weight: 73.09 g/mol
orbital gap: 8.90 eV
HOMO: -8.451 eV

Each line ends with the natural charge from an NBO analysis.
Cartesian coordinates (Å):
O: -1.20423 -0.71031 1.25733  -0.717
C: -1.43480 -0.20959 -0.02632  -0.165
C: -0.16085 -0.17564 -0.81113  0.293
C: 1.46684 0.48346 0.12975  -0.457
N: 0.84895 -0.82543 -0.37646  -0.609
H: -0.39535 -1.25484 1.16188  0.488
H: -1.82078 0.81696 0.04606  0.198
H: -2.14974 -0.80747 -0.60112  0.198
H: -0.08993 0.49112 -1.69286  0.140
H: 0.88541 0.91319 0.97439  0.190
H: 1.72139 1.28134 -0.58751  0.194
H: 2.33309 -0.00280 0.52600  0.247

***

b | C3H7NO | ωB97M-V with the def2-TZVPD basis set

Summary:
LUMO: 0.516 eV
molecular weight: 73.09 g/mol
orbital gap: 10.00 eV
HOMO: -9.487 eV

Each line ends with the natural charge from an NBO analysis.
Cartesian coordinates (Å):
C: -0.40169 -0.86849 0.99448  0.176
C: 1.02562 0.73750 -0.92648  -0.122
C: -1.00396 -0.39674 -0.26704  -0.483
N: 1.59731 0.92280 0.21145  -0.554
O: -0.00311 -0.04932 1.85476  -0.600
H: 1.21829 1.70883 0.73468  0.347
H: -1.73821 -1.06212 0.75566  0.279
H: 0.04299 -1.87790 0.93781  0.156
H: 0.35671 1.46177 -1.40889  0.155
H: 1.42313 -0.04693 -1.56608  0.165
H: -0.99710 -1.08445 -1.10762  0.240
H: -1.51997 0.55506 -0.21273  0.240

***

List of relative energies, unit eV: a 0.000; b 0.666

***

a | C3H7NO | ωB97M-V with the def2-TZVPD basis set

Summary:
LUMO (alpha / beta): -1.168 / -0.083 eV
molecular weight: 73.09 g/mol
orbital gap (alpha / beta): 8.39 / 10.36 eV
HOMO (alpha / beta): -9.560 / -10.443 eV

Each line ends with the natural charge from an NBO analysis.
Cartesian coordinates (Å):
C: -2.50753 -1.03982 -0.54547  -0.216
C: 1.58600 0.10581 0.86070  -0.641
C: 0.94297 0.91028 -0.27361  -0.128
N: -2.32110 0.04805 -0.03623  -0.172
O: 0.09361 0.24564 -1.04174  -0.302
H: -3.43260 -1.61039 -0.41783  0.196
H: -1.76482 -1.53733 -1.17462  0.213
H: 2.18337 -0.70307 0.44203  0.207
H: 2.22031 0.74119 1.47258  0.208
H: 0.80767 -0.33216 1.48259  0.215
H: 1.74215 1.35484 -0.91519  0.208
H: 0.44998 1.81694 0.14679  0.213

***

b | C3H7NO | ωB97M-V with the def2-TZVPD basis set

Summary:
LUMO (alpha / beta): -0.279 / -0.280 eV
molecular weight: 73.09 g/mol
orbital gap (alpha / beta): 7.44 / 7.44 eV
HOMO (alpha / beta): -7.721 / -7.720 eV

Each line ends with the natural charge from an NBO analysis.
Cartesian coordinates (Å):
C: -1.74234 -0.27194 0.13289  0.035
N: -0.65422 -0.04701 0.74472  -0.453
C: 0.67426 -0.75408 0.26241  0.534
O: 0.46342 -1.79904 -0.34090  -0.681
C: 1.69030 0.10869 0.53644  -0.676
H: -0.17786 1.82607 -1.34972  -0.042
H: -2.63079 0.32741 0.31228  0.197
H: -1.72062 -1.09264 -0.58005  0.238
H: -0.59930 0.72725 1.40030  0.413
H: 0.43501 1.52164 -1.04654  0.021
H: 2.66763 -0.05046 0.10240  0.225
H: 1.54569 1.00250 1.13315  0.191

***

c | C3H7NO | ωB97M-V with the def2-TZVPD basis set

Summary:
LUMO: 1.020 eV
molecular weight: 73.09 g/mol
orbital gap: 10.97 eV
SMILES string: CC=O.C=N
HOMO: -9.955 eV

Each line ends with the natural charge from an NBO analysis.
Cartesian coordinates (Å):
C: 0.77844 -1.54794 0.19531  -0.728
C: 1.07065 -0.14895 0.63282  0.432
O: 0.44124 0.46157 1.46929  -0.536
H: -0.00748 -1.99123 0.80435  0.235
H: 0.42100 -1.50326 -0.83563  0.248
H: 1.67105 -2.15872 0.21916  0.233
H: 2.01430 0.26332 0.22536  0.108
C: -1.64002 1.40008 -0.37818  -0.039
N: -0.91162 1.13775 -1.35414  -0.611
H: -2.72272 1.33842 -0.50329  0.162
H: -1.22522 1.60111 0.64097  0.176
H: 0.11038 1.14786 -1.11601  0.320

***

d | C3H7NO | ωB97M-V with the def2-TZVPD basis set

Summary:
LUMO: 1.024 eV
molecular weight: 73.09 g/mol
orbital gap: 10.54 eV
SMILES string: C[C@@H](N)C=O
HOMO: -9.517 eV

Each line ends with the natural charge from an NBO analysis.
Cartesian coordinates (Å):
C: -0.31691 -0.66322 1.15081  -0.610
C: 0.37153 -0.17879 -0.16432  -0.159
N: -0.33769 -0.68779 -1.32392  -0.815
C: 0.51139 1.32011 -0.12176  0.425
O: -0.17916 2.08180 -0.74827  -0.528
H: -0.86558 -1.56062 0.86797  0.235
H: -1.02804 0.08324 1.49481  0.210
H: 0.44428 -0.88665 1.89269  0.218
H: 1.37893 -0.60463 -0.15758  0.197
H: 0.06385 -0.28233 -2.16308  0.361
H: -1.29465 -0.34695 -1.31074  0.360
H: 1.25205 1.72583 0.58338  0.105

***

List of relative energies, unit eV: a 3.976; b 2.587; c 0.951; d 0.000